A molecular structure, C22H29FeN5O2, computed with the ωB97M-V functional and the def2-TZVPD basis.

XYZ file:
```
59
Properties=species:S:1:pos:R:3:forces:R:3:lowdin_spin:R:1
Fe -0.233 -0.075 0.107 -0.1 0.6 0.2 1.007
O 0.325 -0.828 1.720 -0.3 -0.2 0.0 0.001
C -0.272 -0.775 2.885 0.1 0.2 -0.2 0.000
C -0.104 -1.826 3.799 0.0 -0.1 0.1 0.000
C -0.682 -1.756 5.048 0.0 0.0 -0.1 -0.001
C -1.445 -0.649 5.440 0.0 0.0 0.0 0.002
C -1.611 0.388 4.559 0.0 0.0 0.0 -0.001
C -1.032 0.342 3.279 0.0 -0.1 0.0 0.002
C -1.186 1.450 2.400 0.0 0.1 0.3 -0.002
N -0.755 1.557 1.192 -0.1 -0.2 -0.2 -0.010
C -1.158 2.796 0.505 -0.1 0.0 0.1 -0.001
C -1.000 2.553 -0.978 0.2 0.2 -0.1 -0.001
N -1.413 1.182 -1.174 0.3 -0.4 0.1 0.004
C -2.526 0.896 -1.721 -0.1 -0.1 0.0 0.003
C -3.081 -0.438 -1.671 0.0 0.1 -0.1 0.000
C -4.054 -0.840 -2.597 0.0 0.1 0.0 0.001
C -4.624 -2.088 -2.529 0.0 0.0 0.0 0.000
C -4.245 -2.946 -1.491 0.0 0.0 0.0 0.000
C -3.309 -2.563 -0.553 0.0 0.1 0.0 -0.002
C -2.699 -1.298 -0.622 0.1 -0.1 0.2 -0.002
O -1.853 -0.957 0.342 -0.2 -0.1 0.0 -0.021
H 0.485 -2.685 3.505 0.0 0.0 0.0 0.000
H -0.545 -2.577 5.740 0.0 0.0 0.0 0.000
H -1.894 -0.617 6.423 0.0 0.0 0.0 0.000
H -2.193 1.259 4.841 0.0 0.0 0.0 0.000
H -1.742 2.294 2.815 0.1 0.0 0.0 -0.001
H -0.563 3.646 0.840 0.0 0.0 0.0 0.000
H -2.208 2.992 0.732 0.0 0.1 0.0 0.000
H 0.059 2.653 -1.225 0.0 0.0 -0.1 0.000
H -1.564 3.271 -1.578 -0.1 0.0 0.0 0.000
H -3.102 1.679 -2.221 0.0 0.0 0.0 0.000
H -4.347 -0.144 -3.376 0.0 0.0 0.0 0.000
H -5.363 -2.397 -3.255 0.0 0.0 0.0 0.000
H -4.698 -3.926 -1.412 0.0 0.0 0.0 0.000
H -3.047 -3.215 0.271 0.0 0.0 0.0 0.000
C 1.520 -2.618 0.088 0.1 -0.1 -0.1 -0.002
C 2.557 -1.712 0.777 0.0 0.0 0.1 0.000
N 2.589 -0.388 0.175 -0.1 0.1 -0.1 -0.004
C 3.189 -0.375 -1.148 0.1 -0.1 0.0 0.000
C 2.428 0.528 -2.101 -0.1 0.2 0.0 0.004
N 0.964 0.399 -1.994 0.3 0.0 0.0 0.039
C 0.368 -0.677 -2.790 0.0 0.0 -0.1 0.000
C 0.591 -2.016 -2.126 0.2 -0.1 0.0 0.000
N 0.415 -1.928 -0.654 0.0 0.2 0.1 -0.015
H 1.087 -3.285 0.829 -0.1 0.1 0.1 0.000
H 2.025 -3.253 -0.642 0.0 -0.1 0.1 0.000
H 3.527 -2.226 0.737 0.0 0.1 -0.1 0.000
H 2.293 -1.580 1.818 0.1 -0.1 0.0 0.000
H 3.033 0.275 0.794 0.0 0.0 0.0 0.000
H 3.209 -1.396 -1.529 0.0 0.0 0.0 0.000
H 4.234 -0.048 -1.131 0.0 0.0 0.0 0.000
H 2.764 0.354 -3.129 0.0 0.0 0.0 0.001
H 2.669 1.566 -1.855 0.0 0.0 0.0 0.000
H 0.593 1.266 -2.349 -0.2 0.0 -0.1 0.000
H 0.772 -0.703 -3.808 0.0 0.0 0.0 0.000
H -0.699 -0.484 -2.862 0.0 0.0 0.0 0.000
H 1.605 -2.353 -2.335 -0.1 -0.1 0.0 0.000
H -0.083 -2.765 -2.543 0.0 0.0 0.0 0.000
H -0.441 -2.408 -0.409 -0.1 -0.1 0.1 0.000
```
Positions in Å, forces in eV/Å.

Gap between HOMO and LUMO (spin up / spin down): 0.276 / 0.288 Ha
Relative energy (zero: lowest compared OMol25 entry of this formula, charge and spin): 0.0 kJ/mol
Net charge: +1
F_max: 0.012 Eh/bohr
<S²>: 0.815
2S+1: 2